Record 1
C3H5CsLiO | wB97M-V/def2-TZVPD

Last column: Mulliken spin population.
Positions of all 11 atoms, in Å:
Cs 1.8244 -0.0151 2.9501  0.10
O 2.7998 -0.9183 -2.6615  0.11
C 0.5608 -2.8330 0.7774  0.29
C 1.7902 -1.5080 -2.5826  0.36
C 1.2510 -2.7352 -0.5917  -0.34
Li -1.0847 0.5144 0.3074  0.41
H 2.3333 -2.8736 -0.5562  0.00
H 0.8304 -3.5069 -1.2398  0.00
H 0.9066 -1.7599 -3.1400  0.04
H -0.5137 -2.9220 0.9478  0.03
H 1.1185 -3.3790 1.5413  0.00

Charge: 0
Relative energy (zero: lowest compared OMol25 entry of this formula, charge and spin) in kJ/mol: 36.9
Gap between HOMO and LUMO (alpha / beta) in eV: 3.600 / 3.726
Calculated total energy in eV: -5984.2546
HOMO (alpha / beta) in Ha: -0.154 / -0.157
Multiplicity: 2
LUMO level (alpha / beta) in eV: -0.6 / -0.6

---

Record 2
C7H16N4 | wB97M-V/def2-TZVPD

Last column: natural (NBO) charge in e.
Positions of all 27 atoms, in Å:
N -0.2959 -1.1331 1.3058  -0.54
N 1.8143 -1.9269 0.5966  -0.70
N 0.7528 -0.2801 -0.5832  -0.63
N 0.0325 0.4582 -2.7127  -0.42
C -1.2841 1.6056 1.0721  0.12
C 0.9856 1.5047 -3.1062  -0.44
C 0.7348 -1.2051 0.4535  0.67
C -0.1163 -0.3136 -1.6743  0.42
C -2.2403 0.7851 0.7353  -0.57
C -0.3759 2.4886 1.2871  -0.45
C -0.5342 -1.9963 2.4596  -0.45
H -2.4301 0.6683 -0.3077  0.22
H -0.4725 -1.3843 3.4521  0.26
H 1.8289 0.9423 -3.3624  0.24
H 0.6782 2.0373 1.4811  0.22
H 0.6679 2.1149 -3.9557  0.28
H -0.7198 0.4107 -3.3314  0.44
H 1.9662 -2.3697 1.5161  0.45
H 1.3111 0.6169 -0.6116  0.46
H -0.4515 3.5400 1.1996  0.28
H 1.1549 2.1338 -2.2408  0.22
H -1.0143 -0.8187 -1.5782  0.24
H -1.4211 -2.5334 2.4171  0.25
H 0.2112 -2.7305 2.5920  0.22
H -2.8264 0.0732 1.3395  0.26
H 2.5097 -1.9109 -0.1237  0.45
H -1.1595 -0.4667 1.3430  0.48

Charge: +2
Relative energy (zero: lowest compared OMol25 entry of this formula, charge and spin) in kJ/mol: 322.6
Gap between HOMO and LUMO in eV: 9.083
Calculated total energy in eV: -13459.3937
HOMO in Ha: -0.618
LUMO level in eV: -7.7

---

Record 3
C28H37N4O5ReS | wB97M-V/def2-TZVPD

Last column: Mulliken spin population.
Positions of all 76 atoms, in Å:
Re -1.3506 -0.6665 -1.6178  2.77
S 0.0591 0.1293 -4.4927  0.01
O -6.9953 -2.1374 -2.5434  0.00
O -2.5490 -0.9671 -3.1634  -0.01
O 0.1129 -0.1924 -2.9381  0.05
O -7.5343 -2.1125 -0.3530  0.00
O -4.6141 -1.6022 -3.8661  0.00
N -0.0180 -1.5324 -0.3047  0.03
N -4.9978 -1.5146 0.4728  0.02
N -0.7191 0.8389 -0.3790  0.06
N -3.1341 -1.1326 -0.6332  0.00
C 1.8267 2.0560 -4.0994  0.00
C -3.6962 -1.2005 0.5938  0.03
C -4.1587 -1.4238 -1.5522  0.02
C 3.7146 -4.2666 1.9650  0.00
C 1.7691 -2.7211 1.5462  0.01
C 0.9043 4.2122 1.8116  0.00
C 1.8856 3.8401 2.9261  0.00
C 3.1888 -2.4966 3.6417  0.00
C -0.2712 4.9886 2.4248  0.00
C -1.1967 2.0981 -0.5226  -0.01
C -0.6816 3.1686 0.1564  -0.02
C 2.5815 1.0379 -4.9643  0.00
C 2.5788 -3.4458 2.6033  0.00
C 1.5759 -1.3429 1.5154  0.02
C 1.0972 -3.4684 0.5564  -0.04
C 0.2350 -2.8576 -0.3141  -0.03
C -3.0240 -0.9507 1.8649  0.00
C 0.6729 -0.7500 0.6050  0.00
C -5.3222 -1.6645 -0.8761  -0.02
C -3.8010 -1.3473 -2.9506  -0.02
C 1.7865 -0.2652 -4.9395  0.00
C -6.7014 -1.9916 -1.2542  0.00
C 0.3695 2.9974 1.0742  0.00
C 1.6279 -4.4097 3.3296  0.00
C 0.3638 1.9297 -4.4833  0.01
C 0.8478 1.7034 1.2520  0.02
C 0.3082 0.6262 0.5241  0.03
C 1.6173 5.1144 0.7867  0.01
H 1.6466 1.4788 1.9619  0.00
H -0.3158 -3.4287 -1.0593  0.01
H 0.1066 5.7970 3.0856  0.00
H 0.7838 -3.8647 3.8054  0.00
H -2.0231 2.2125 -1.2239  0.01
H 4.4200 -3.6217 1.3979  0.00
H 2.1722 -4.9522 4.1328  0.00
H 2.1451 -0.9666 -4.1616  0.00
H 2.0996 -0.6813 2.2084  0.00
H -0.9085 4.3362 3.0549  0.00
H -1.9311 -0.8399 1.6979  0.00
H 2.4181 -1.8847 4.1445  0.00
H 3.9406 -1.8106 3.1893  0.00
H 3.6172 0.8810 -4.6041  0.00
H 2.1912 3.0907 -4.2502  0.00
H 0.1731 2.2823 -5.5203  0.00
H 0.9536 5.3925 -0.0515  0.00
H 2.8196 3.3926 2.5278  0.00
H -3.4332 -0.0266 2.3376  0.00
H 4.2823 -4.7852 2.7653  0.00
H -1.1195 4.1544 -0.0291  0.00
H 1.7548 -0.7897 -5.9155  0.00
H -6.1568 -1.9950 -3.1161  0.00
H 3.6939 -3.0918 4.4342  0.00
H 3.3300 -5.0417 1.2740  0.00
H 1.4436 3.1211 3.6496  0.00
H 2.5137 4.6111 0.3653  0.00
H 1.2350 -4.5527 0.4710  0.00
H 1.9639 1.8152 -3.0227  0.00
H 1.9624 6.0444 1.2891  0.00
H 1.1885 -5.1697 2.6557  0.00
H -3.1997 -1.8047 2.5528  0.00
H 2.1746 4.7466 3.4959  0.00
H -0.9181 5.4551 1.6519  0.00
H 2.6611 1.4171 -6.0095  0.00
H -5.6944 -1.6148 1.2049  0.00
H -0.3486 2.4130 -3.7922  0.00

Charge: +3
Relative energy (zero: lowest compared OMol25 entry of this formula, charge and spin) in kJ/mol: 0.0
Gap between HOMO and LUMO (alpha / beta) in eV: 7.585 / 6.347
Calculated total energy in eV: -58776.1627
HOMO (alpha / beta) in Ha: -0.656 / -0.656
Multiplicity: 4
LUMO level (alpha / beta) in eV: -10.3 / -11.5

---

Record 4
C4H12N3O | wB97M-V/def2-TZVPD

Last column: Mulliken spin population.
Positions of all 20 atoms, in Å:
O -2.4945 1.6435 -1.8452  0.00
N 2.3164 -0.9363 -0.5966  0.94
N -2.1101 -0.8569 -0.8856  0.95
N 0.1265 0.5144 1.7201  -0.81
C 1.4185 0.6558 1.1338  0.10
C -0.9410 0.4454 0.7952  0.09
C -0.7953 -0.6530 -0.3285  -0.14
C 2.2367 -0.6352 0.8080  -0.14
H -2.3874 -1.8339 -0.7997  -0.02
H 3.2565 -0.6806 -0.9201  -0.02
H 1.6560 -1.4935 1.1924  0.05
H 1.3885 1.2670 0.2152  -0.01
H 2.0772 1.1942 1.8186  0.00
H -0.4543 -1.5652 0.1676  0.00
H -0.0652 -0.4405 -1.1138  0.06
H -2.3183 0.7037 -1.6525  0.01
H -1.9004 0.1667 1.2375  -0.01
H -3.0730 1.7770 -2.5971  0.00
H -1.1274 1.4126 0.3251  -0.03
H 3.1905 -0.6853 1.3254  -0.01

Charge: 0
Relative energy (zero: lowest compared OMol25 entry of this formula, charge and spin) in kJ/mol: 433.3
Gap between HOMO and LUMO (alpha / beta) in eV: 9.011 / 8.732
Calculated total energy in eV: -10854.3717
HOMO (alpha / beta) in Ha: -0.348 / -0.353
Multiplicity: 2
LUMO level (alpha / beta) in eV: -0.5 / -0.9

---

Record 5
C35H64N4O18 | wB97M-V/def2-TZVPD

Last column: Mulliken charge in e.
Positions of all 121 atoms, in Å:
O 1.8034 -3.5531 2.1209  -0.01
O -1.8046 -4.5101 2.1069  -0.06
O -3.3466 2.6569 2.0729  -0.15
O 0.8964 -4.2721 3.8879  -0.39
O 1.3934 2.4329 1.5499  -0.48
O 0.6744 3.0599 -0.3811  -0.38
O -5.0816 1.8079 -1.1471  -0.22
O -0.3596 -0.6661 -4.8331  -0.38
O -1.5266 -4.9101 -0.2261  -0.73
O 0.4444 0.7549 0.2839  0.91
O 0.8074 -0.7891 -2.7501  0.20
O -4.9316 -0.5401 -0.3901  -0.68
O -0.6816 -3.0451 0.8709  0.61
O -3.0546 0.8759 -1.0381  -0.17
O 0.7024 -2.4581 -4.4231  -0.39
O -5.2616 2.3519 3.0739  -0.27
O 1.2194 -5.6851 2.0019  -0.66
O -5.2476 3.8049 1.2749  -0.69
N 5.3524 3.5909 -3.2151  -0.61
N -2.0096 3.9489 -4.0151  -0.50
N 5.0964 -1.2671 2.9029  -0.55
N -1.0976 -0.4981 5.3769  -0.67
C -2.0986 -0.0001 3.0069  2.04
C 0.0894 -2.6561 -0.2371  -1.31
C -1.3306 -4.1861 0.8809  0.36
C 2.2024 5.1229 -3.8011  -0.62
C 5.4194 -2.0941 2.1459  0.39
C -3.6256 -2.0401 2.7079  -1.10
C -6.4296 1.6629 -0.9091  -0.54
C 1.3624 -3.0301 4.2949  0.12
C -2.2036 -5.8421 2.3379  -0.81
C 1.8344 -3.0821 -3.7811  -0.39
C 3.6464 -2.1561 -0.2261  -0.20
C -6.6536 2.6099 3.1479  -0.93
C 1.7144 1.3999 2.5309  -0.13
C 5.1514 -2.7971 -0.2191  -0.90
C 0.3704 -1.2881 -3.9831  0.37
C -1.5096 -0.2921 4.3329  -0.26
C 3.2674 2.4289 -2.2491  1.04
C -4.6256 2.9369 2.1529  0.79
C 4.4024 3.0909 -2.7761  -0.17
C 2.5204 -3.0921 5.3069  -1.53
C 5.7814 -3.0711 1.1299  -0.51
C 0.1894 4.5859 -5.3281  -0.43
C -2.5426 3.3859 1.0509  -0.71
C -4.3716 0.6479 -0.8451  0.41
C -0.5896 0.7339 -4.5261  -0.10
C 1.2424 -4.6141 2.6329  0.37
C 3.6684 0.9639 -1.9511  0.50
C 1.5404 -2.3811 2.9049  1.62
C -2.1816 -0.1661 -0.8501  0.82
C 1.1334 5.6159 -4.7001  -0.74
C 0.8034 2.1069 0.4409  -0.06
C -3.5376 -0.5141 2.7889  -0.23
C -1.0556 4.2429 -4.6331  0.30
C 4.9204 0.7289 -1.0161  -1.30
C -0.3026 2.9149 -1.3571  0.59
H 0.5414 6.4499 -4.3511  0.41
H -2.5466 -6.0701 3.3399  0.28
H -1.2056 -6.4491 2.2619  0.24
H 0.6444 -1.8041 2.5309  -1.07
H 0.5644 -2.5551 4.8619  0.24
H -4.6486 -2.3161 2.4769  0.55
H -6.8896 2.4949 4.2059  0.33
H 3.3644 -1.8971 -1.2331  0.16
H -0.7656 3.8949 -1.4011  0.68
H -3.9196 -0.1341 1.9059  -0.47
H 4.7594 0.8629 -0.0011  0.35
H 0.7604 3.6789 -5.6101  0.27
H 2.0874 1.8719 3.5079  0.22
H 2.9234 -2.8131 0.1819  0.63
H 3.6084 0.2259 -2.7931  0.41
H -1.1766 0.8099 -3.6321  0.00
H -1.4996 -0.3661 2.1579  -1.02
H 2.6064 2.3879 -3.1151  -0.34
H 2.7174 5.9079 -3.3811  0.41
H 0.2634 1.3659 -4.3961  0.01
H 2.8104 4.4189 -4.3901  0.29
H -6.6676 2.0389 0.1249  0.05
H -2.9646 -2.3431 1.9079  -0.16
H -3.2836 -2.4891 3.6449  0.36
H -6.9196 0.7019 -1.0721  0.33
H 6.8494 -3.2381 0.9809  0.44
H 2.9644 3.0999 -1.4801  0.20
H 2.8034 0.4609 -1.4621  -0.61
H -2.0566 1.0839 2.9489  0.19
H -0.5986 -2.4921 -1.1221  0.41
H 5.7594 1.4119 -1.0531  0.48
H 2.2514 -3.3881 6.3029  0.40
H 2.6654 -2.3851 -3.7641  0.25
H -2.1246 -0.2921 0.2809  -0.53
H 2.8674 -2.0721 5.5219  0.36
H 1.7244 6.0399 -5.5331  0.38
H -2.8896 -6.2111 1.5599  0.31
H 1.6184 -3.2701 -2.6731  -0.02
H -4.2026 -0.2031 3.5509  0.68
H 3.6134 -1.2661 0.3699  -0.29
H -2.8176 3.2029 0.0159  0.20
H -0.0716 4.9959 -6.3331  0.39
H 5.3214 -0.2651 -1.1101  0.03
H 5.4154 -3.9801 1.5199  0.24
H 2.4384 0.7739 1.9639  0.09
H 0.7764 0.8579 2.8289  -0.19
H -6.9836 2.4289 -1.5071  0.28
H -1.1676 2.3209 -1.1541  -0.64
H -2.6976 4.4729 1.2149  0.42
H 1.5834 4.6359 -3.0341  -0.07
H 0.5764 -3.6241 -0.4401  0.63
H -1.1056 -0.0371 -1.1591  -0.76
H 3.3274 -3.7491 4.9069  0.31
H 0.7654 -1.9371 -0.0861  -0.10
H -1.5146 3.1739 1.0649  0.17
H -7.3376 1.9129 2.6509  0.30
H -7.0126 3.5199 2.8159  0.46
H 2.4074 -1.7801 2.8989  0.22
H -2.5896 -1.0881 -1.2871  0.85
H 0.1634 2.7429 -2.3221  -0.34
H -1.2526 1.1339 -5.3451  0.24
H 5.9074 -2.1181 -0.7021  0.23
H 5.0854 -3.6871 -0.7921  0.47
H 2.1844 -4.0311 -4.2771  0.32

Charge: 0
SMILES: C[C@H]1COC(=O)O1.COC(=O)OC.COC(=O)OC.COC(=O)OC.COC(=O)OC.COC(=O)OC.CCCC#N.CCCC#N.CCCC#N.CCCC#N
Gap between HOMO and LUMO in eV: 10.292
Calculated total energy in eV: -80139.0940
HOMO in Ha: -0.371
LUMO level in eV: 0.2

---

Record 6
C5H9NO | wB97M-V/def2-TZVPD

Last column: Mulliken spin population.
Positions of all 16 atoms, in Å:
O 1.7101 -0.0310 2.0701  0.75
N -0.2516 1.1404 -0.8133  0.22
C 0.4702 0.7117 -1.9920  0.34
C -1.1789 0.2269 1.1508  1.56
C -0.8491 -0.0083 -0.3417  -0.81
C -0.4453 -1.2158 -1.0109  0.77
C 0.2712 -0.7017 -2.0654  -0.32
H -2.0371 0.7357 1.4047  -0.23
H 1.5278 -0.3066 2.9579  -0.40
H 2.1858 -0.6896 1.5945  -0.10
H 0.2275 -1.0608 -3.0666  -0.06
H -1.4465 -0.6457 1.8009  -0.26
H -0.1090 1.8710 -0.0926  -0.17
H 0.6889 1.4811 -2.5350  0.06
H -0.2579 0.7251 1.6691  -0.21
H -0.5061 -2.2323 -0.7304  -0.14

Charge: -1
Relative energy (zero: lowest compared OMol25 entry of this formula, charge and spin) in kJ/mol: 226.4
Gap between HOMO and LUMO (alpha / beta) in eV: 2.936 / 8.380
Calculated total energy in eV: -8864.8511
HOMO (alpha / beta) in Ha: 0.040 / -0.168
Multiplicity: 2
LUMO level (alpha / beta) in eV: 4.0 / 3.8